Entry 1:
The molecule C4H3NO2S at a distorted geometry. Source: OMol25; level of theory: wB97M-V/def2-TZVPD.

```
11
Properties=species:S:1:pos:R:3
S 2.520 -0.456 -0.026
O 0.535 1.305 0.084
O -2.537 -1.220 -0.009
N -1.786 0.886 -0.061
C -1.462 -0.445 -0.049
C -0.161 -0.907 -0.021
C -0.772 1.660 0.001
C 0.923 -0.026 0.027
H -0.831 2.719 -0.006
H -2.228 -2.063 0.379
H 0.086 -1.941 0.123
```

For the HOMO energy, the calculation gives -8.672 eV. The relative energy (zero: lowest compared OMol25 entry of this formula, charge and spin) comes out at 105.4 kJ/mol. As for the gap between HOMO and LUMO: 0.309 hartree. The SMILES is Oc1cc(=S)ocn1.

Entry 2:
A structure of composition C24H60N4 at a distorted geometry. Source: OMol25; level of theory: wB97M-V/def2-TZVPD.

```
88
Properties=species:S:1:pos:R:3
N -0.952 -2.016 0.473
N -0.621 3.062 1.737
N 4.323 -5.306 -0.788
N -2.638 3.613 -0.972
C 4.657 -4.864 -2.143
C 1.345 1.420 1.676
C -3.982 3.131 -2.990
C -0.944 5.177 0.321
C 2.024 -4.349 -0.799
C -2.576 2.419 -0.136
C 0.028 0.087 -0.770
C 0.083 -2.904 0.042
C -2.917 -3.453 -0.360
C -1.978 3.256 2.203
C 1.213 -3.011 1.089
C 6.152 -4.930 -2.403
C -2.240 4.107 3.384
C -2.619 3.473 -2.444
C -0.388 -0.607 0.541
C -1.268 1.621 -0.275
C -2.201 -2.069 -0.277
C 0.318 2.307 2.519
C -3.617 4.483 -0.396
C 4.944 -4.651 0.373
C 2.912 -5.617 -0.647
C -0.031 4.281 1.190
C 4.876 -5.610 1.610
C -3.647 5.886 -0.940
H 5.580 -5.183 2.324
H 0.791 0.757 1.011
H -0.414 2.293 -0.186
H -2.315 2.223 2.291
H 2.100 1.960 1.105
H -2.696 2.746 0.897
H -3.146 3.746 3.872
H 0.405 -0.547 1.288
H -1.173 0.887 0.525
H 6.292 -4.707 -3.461
H -4.259 6.637 -0.439
H 0.882 4.134 0.612
H -2.964 -3.928 0.620
H 6.721 -4.346 -1.678
H 1.883 -3.782 0.709
H 1.895 0.730 2.316
H -0.798 0.374 -1.420
H 6.515 -5.954 -2.484
H 3.932 -5.589 2.155
H 0.737 -3.223 2.046
H -1.786 5.562 0.896
H -2.359 -4.107 -1.031
H -0.196 1.673 3.242
H 0.210 4.857 2.084
H -2.287 4.469 -2.734
H -1.396 4.818 -0.604
H -4.623 4.070 -0.474
H -2.545 3.707 1.389
H 5.111 -6.648 1.374
H -0.340 -3.884 -0.181
H 0.953 -4.555 -0.804
H 5.971 -4.428 0.083
H -2.412 5.165 3.189
H 4.157 -5.466 -2.902
H 2.669 -6.409 -1.356
H 2.151 -3.851 -1.760
H 2.157 -3.576 -0.041
H -2.630 6.222 -1.141
H 0.703 -0.464 -1.425
H 2.816 -6.150 0.299
H -3.920 -3.245 -0.731
H 4.433 -3.696 0.501
H -1.206 0.953 -1.133
H 0.574 0.999 -0.532
H -4.611 3.998 -3.192
H -0.424 6.102 0.074
H -3.455 1.814 -0.361
H 0.938 2.983 3.109
H -2.035 -1.617 -1.255
H -1.826 2.911 -2.937
H 1.696 -2.034 1.099
H -3.536 4.656 0.677
H -4.140 5.807 -1.909
H 4.296 -3.853 -2.328
H -1.224 -0.009 0.905
H -3.635 2.650 -3.905
H -1.458 4.023 4.139
H 0.440 -2.584 -0.937
H -2.970 -1.391 0.093
H -4.487 2.366 -2.400
```

For the HOMO energy, the calculation gives -7.176 eV. The relative energy (zero: lowest compared OMol25 entry of this formula, charge and spin) comes out at 1735.7 kJ/mol. As for the gap between HOMO and LUMO: 0.292 hartree.

Entry 3:
A cluster of 2 separate species, C4H12 in total at a distorted geometry. Source: OMol25; level of theory: wB97M-V/def2-TZVPD.

```
16
Properties=species:S:1:pos:R:3
C -0.587 0.630 2.396
C 0.689 0.721 -2.661
C 1.062 -0.633 -2.114
C -1.159 -0.700 2.338
H -0.303 0.756 3.465
H 1.628 1.275 -2.867
H 0.125 0.496 -3.633
H -1.715 -0.741 1.442
H 0.381 0.768 1.965
H -0.526 -1.507 2.283
H -1.995 -0.878 3.230
H 0.114 1.245 -1.942
H 1.887 -1.050 -2.750
H 0.213 -1.346 -1.944
H 1.286 -0.590 -1.092
H -1.125 1.467 2.086
```

For the HOMO energy, the calculation gives -11.184 eV. The relative energy (zero: lowest compared OMol25 entry of this formula, charge and spin) comes out at 118.4 kJ/mol. As for the gap between HOMO and LUMO: 0.448 hartree. The SMILES is CC.CC.